A 4-piece molecular cluster, C25H65BN4O3P overall. Source: the OMol25 dataset; level of theory: ωB97M-V with the def2-TZVPD basis set.

```
99
Properties=species:S:1:pos:R:3
C 3.130 -0.446 1.084
C 2.495 -0.012 2.418
C 2.098 1.463 2.487
C 1.140 1.908 1.371
C 0.018 0.907 1.051
B -1.142 0.676 2.195
O -0.496 0.427 3.514
N -2.122 -0.470 1.893
C -1.528 -1.804 1.882
C -1.940 -2.663 3.096
P -2.223 2.405 2.214
O -1.748 2.986 3.740
O -3.775 1.975 2.639
H 4.200 -0.646 1.183
H 2.660 -1.353 0.696
H 3.004 0.317 0.314
H 1.625 -0.622 2.661
H 3.224 -0.192 3.217
H 3.003 2.084 2.476
H 1.608 1.618 3.449
H 1.726 2.124 0.467
H 0.691 2.869 1.653
H 0.459 -0.049 0.737
H -0.505 1.292 0.162
H -1.176 0.427 4.193
H -2.665 -0.324 1.051
H -0.434 -1.725 1.876
H -1.798 -2.339 0.964
H -2.604 -2.073 3.730
H -1.076 -2.956 3.698
H -2.472 -3.576 2.813
H -0.830 2.724 3.888
H -3.771 1.412 3.424
C -4.417 5.965 -2.431
C -4.519 4.682 -3.242
N -3.462 3.738 -2.935
C -3.360 2.657 -3.897
C -4.532 1.674 -4.020
C -3.346 3.360 -1.525
C -4.579 2.749 -0.856
H -3.421 6.399 -2.529
H -5.152 6.690 -2.786
H -4.608 5.791 -1.372
H -4.428 4.923 -4.307
H -5.531 4.263 -3.109
H -2.448 2.094 -3.672
H -3.197 3.118 -4.878
H -4.592 1.002 -3.166
H -4.403 1.063 -4.916
H -5.486 2.197 -4.108
H -3.042 4.241 -0.958
H -2.505 2.668 -1.443
H -5.489 3.312 -1.077
H -4.441 2.742 0.225
H -4.742 1.717 -1.168
C 4.451 -3.434 3.232
C 3.037 -3.719 3.710
N 2.641 -5.106 3.526
C 1.206 -5.322 3.647
C 0.552 -5.062 5.007
C 3.495 -6.093 4.162
C 3.720 -5.977 5.676
H 4.581 -3.758 2.199
H 4.628 -2.358 3.279
H 5.213 -3.920 3.844
H 2.342 -3.112 3.123
H 2.934 -3.373 4.750
H 1.004 -6.353 3.340
H 0.724 -4.678 2.906
H 0.806 -5.827 5.741
H -0.534 -5.054 4.893
H 0.841 -4.090 5.409
H 4.471 -6.060 3.672
H 3.076 -7.076 3.930
H 3.964 -4.953 5.962
H 4.557 -6.611 5.976
H 2.847 -6.283 6.251
C 0.760 2.363 -2.897
C 1.641 1.330 -3.577
N 0.952 0.612 -4.639
C 1.648 -0.577 -5.092
C 3.005 -0.396 -5.786
C 0.343 1.436 -5.670
C 1.250 2.411 -6.431
H -0.164 1.901 -2.548
H 1.274 2.778 -2.030
H 0.501 3.191 -3.559
H 1.946 0.582 -2.840
H 2.568 1.818 -3.922
H 0.974 -1.120 -5.761
H 1.792 -1.214 -4.215
H 2.902 0.019 -6.788
H 3.503 -1.364 -5.877
H 3.660 0.260 -5.212
H -0.463 2.012 -5.208
H -0.142 0.757 -6.377
H 1.881 2.978 -5.745
H 0.639 3.129 -6.982
H 1.900 1.907 -7.145
```

## Properties
- HOMO-LUMO gap: 6.0 eV
- Charge: -1
- ΔE to the lowest compared entry with this formula, charge and spin: 0.0 kcal per mole

---

The molecule C3H7N. Source: the OMol25 dataset; level of theory: ωB97M-V with the def2-TZVPD basis set.

```
11
Properties=species:S:1:pos:R:3
C -1.242 0.082 -0.188
C 0.143 0.154 0.597
C 1.275 -0.387 -0.172
N 0.900 1.048 -0.011
H -1.202 0.241 -1.106
H -1.442 -1.107 0.021
H -1.938 0.671 0.534
H -0.002 -0.237 1.686
H 1.063 -1.011 -1.066
H 2.009 -0.792 0.439
H 0.437 1.338 -0.734
```

## Properties
- SMILES string: C[C@H]1CN1
- HOMO-LUMO gap: 10.2 eV
- ΔE to the lowest compared entry with this formula, charge and spin: 78.8 kcal per mole

---

C13H29BrN3O7S2 as an isolated structure. Source: the OMol25 dataset; level of theory: ωB97M-V with the def2-TZVPD basis set.

```
55
Properties=species:S:1:pos:R:3
C 2.244 4.338 0.440
C 2.211 3.108 -0.470
C 2.469 1.782 0.233
Br 4.003 1.989 1.401
S 1.089 1.124 1.216
O 0.600 2.090 2.185
O 1.653 -0.025 1.862
N 0.047 0.666 0.069
S -1.487 0.457 0.570
O -1.611 -0.446 1.683
O -2.198 -0.040 -0.587
C -2.346 1.980 0.963
C -2.509 2.824 -0.302
C -2.593 4.320 -0.022
C -1.393 4.772 0.785
O -1.716 4.841 2.180
H 1.737 5.149 -0.067
H 3.265 4.649 0.603
H 1.714 4.169 1.367
H 1.313 3.077 -1.076
H 3.041 3.240 -1.160
H 2.677 1.038 -0.518
H -1.883 2.493 1.789
H -3.316 1.637 1.302
H -3.419 2.491 -0.790
H -1.711 2.619 -1.007
H -3.531 4.626 0.429
H -2.507 4.820 -0.985
H -1.004 5.731 0.457
H -0.659 3.984 0.687
H -0.988 4.411 2.653
C 3.879 -4.890 2.155
C 3.516 -3.418 2.184
O 4.361 -2.555 2.012
N 2.217 -3.110 2.408
C 1.115 -4.025 2.628
H 4.945 -4.981 1.967
H 3.651 -5.361 3.112
H 3.339 -5.404 1.358
H 2.001 -2.121 2.419
H 0.355 -3.869 1.860
H 0.664 -3.826 3.602
H 1.446 -5.058 2.596
C -2.269 -2.074 -2.753
C -3.126 -3.009 -3.569
O -4.344 -2.927 -3.613
N -2.488 -3.985 -4.282
C -1.064 -4.245 -4.360
H -2.896 -1.357 -2.241
H -1.704 -2.628 -2.004
H -1.582 -1.530 -3.403
H -3.113 -4.576 -4.805
H -0.731 -4.163 -5.397
H -0.856 -5.259 -4.009
H -0.507 -3.541 -3.753
```

## Properties
- HOMO-LUMO gap: 8.8 eV
- Charge: -1
- ΔE to the lowest compared entry with this formula, charge and spin: 0.0 kcal per mole

---

The molecule C9H5NO. Source: the OMol25 dataset; level of theory: ωB97M-V with the def2-TZVPD basis set.

```
16
Properties=species:S:1:pos:R:3
N 0.885 -0.671 -4.150
C 0.753 -0.426 -2.974
C 0.480 -0.577 -1.644
C 1.122 -1.362 -0.813
C 0.994 -1.239 0.616
C -0.104 -0.416 1.026
O -0.641 -0.264 2.283
C -1.163 1.011 2.367
C -1.184 1.523 1.131
C -0.490 0.622 0.276
C -0.054 0.573 -1.079
H 1.755 -2.311 -0.998
H 1.220 -2.078 1.115
H -1.335 1.479 3.363
H -1.430 2.726 0.967
H -0.807 1.411 -1.486
```

## Properties
- SMILES string: N#Cc1ccc2occc2c1
- HOMO-LUMO gap: 9.0 eV
- ΔE to the lowest compared entry with this formula, charge and spin: 60.3 kcal per mole

---

C51H104FGaNO19S as an isolated structure. Source: the OMol25 dataset; level of theory: ωB97M-V with the def2-TZVPD basis set.

```
178
Properties=species:S:1:pos:R:3
C -1.752 -1.463 9.285
C -2.611 -2.727 9.322
C -3.779 -2.752 8.318
C -4.561 -1.435 8.149
C -4.812 -0.992 6.696
C -3.597 -0.947 5.770
C -2.694 0.295 5.972
C -2.406 1.000 4.640
C -1.554 0.152 3.669
C -0.064 0.541 3.600
Ga 0.808 0.136 1.837
S -0.543 0.529 -0.019
C 1.222 -1.863 1.745
C 0.002 -2.776 1.689
F 2.012 -2.260 2.879
N 2.536 1.074 1.651
C 3.239 0.660 0.404
C 2.311 2.432 1.704
C 3.558 3.306 1.743
O 1.205 2.950 1.800
H -1.598 -1.110 8.262
H -0.784 -1.639 9.766
H -2.219 -0.634 9.826
H -1.967 -3.583 9.087
H -2.980 -2.911 10.339
H -3.408 -3.118 7.358
H -4.484 -3.515 8.671
H -4.087 -0.612 8.688
H -5.549 -1.572 8.607
H -5.613 -1.605 6.264
H -5.207 0.034 6.735
H -3.004 -1.865 5.838
H -3.967 -0.917 4.737
H -1.729 -0.012 6.395
H -3.164 0.987 6.671
H -3.361 1.277 4.173
H -1.855 1.925 4.851
H -1.648 -0.906 3.955
H -2.009 0.216 2.672
H 0.041 1.617 3.775
H 0.505 0.000 4.367
H -0.490 -0.649 -0.652
H 1.852 -2.052 0.865
H -0.848 -2.276 1.219
H -0.252 -3.115 2.698
H 0.210 -3.686 1.105
H 3.374 1.508 -0.277
H 2.649 -0.076 -0.145
H 4.221 0.239 0.629
H 3.288 4.360 1.804
H 4.152 3.006 2.611
H 4.184 3.116 0.866
O -4.432 0.355 1.697
C -4.927 0.506 0.615
O -6.220 0.124 0.452
C -6.932 0.415 -0.758
C -6.697 -0.648 -1.812
C -4.141 1.017 -0.571
H -6.685 1.410 -1.116
H -7.983 0.429 -0.468
H -5.648 -0.695 -2.102
H -7.285 -0.441 -2.703
H -6.977 -1.626 -1.416
H -3.601 0.179 -1.011
H -3.401 1.725 -0.208
H -4.744 1.499 -1.337
O -6.952 1.921 -3.451
C -6.661 3.055 -3.729
O -5.435 3.296 -4.211
C -5.026 4.587 -4.694
C -4.539 5.481 -3.576
C -7.606 4.206 -3.470
H -5.819 5.050 -5.277
H -4.215 4.373 -5.387
H -5.331 5.700 -2.860
H -4.181 6.423 -3.990
H -3.726 4.997 -3.035
H -7.490 4.509 -2.429
H -8.621 3.844 -3.613
H -7.445 5.072 -4.107
O 5.430 -1.638 -0.520
C 6.195 -1.190 -1.323
O 5.693 -0.657 -2.459
C 6.504 0.025 -3.419
C 7.131 -0.940 -4.403
C 7.694 -1.260 -1.131
H 7.249 0.653 -2.930
H 5.818 0.695 -3.935
H 7.810 -1.634 -3.905
H 7.698 -0.399 -5.162
H 6.355 -1.531 -4.889
H 8.036 -2.236 -1.474
H 7.893 -1.179 -0.066
H 8.256 -0.490 -1.653
O 9.464 2.003 -5.279
C 9.776 1.754 -6.412
O 9.948 0.467 -6.764
C 10.136 0.045 -8.121
C 11.572 0.127 -8.578
C 10.041 2.852 -7.418
H 9.461 0.592 -8.783
H 9.813 -0.994 -8.122
H 11.944 1.154 -8.581
H 11.659 -0.281 -9.584
H 12.209 -0.460 -7.919
H 11.069 3.190 -7.289
H 9.373 3.678 -7.191
H 9.895 2.559 -8.454
O 11.369 -2.837 -9.482
C 10.493 -3.586 -9.819
O 10.181 -3.654 -11.128
C 9.255 -4.612 -11.654
C 7.820 -4.143 -11.547
C 9.698 -4.386 -8.814
H 9.405 -5.585 -11.185
H 9.543 -4.715 -12.699
H 7.512 -4.019 -10.509
H 7.152 -4.866 -12.016
H 7.701 -3.183 -12.049
H 8.899 -3.752 -8.428
H 10.360 -4.639 -7.991
H 9.259 -5.299 -9.205
O -4.887 -5.383 -2.727
C -4.413 -5.134 -1.650
O -5.178 -4.507 -0.741
C -4.763 -4.330 0.624
C -3.867 -3.129 0.815
C -2.971 -5.451 -1.324
H -4.302 -5.246 0.997
H -5.696 -4.199 1.171
H -2.926 -3.235 0.275
H -3.635 -2.999 1.872
H -4.360 -2.225 0.461
H -2.352 -4.632 -1.690
H -2.699 -6.357 -1.859
H -2.766 -5.590 -0.266
O -3.572 1.765 8.810
C -4.157 2.401 9.637
O -3.644 2.454 10.890
C -4.187 3.294 11.908
C -5.346 2.642 12.633
C -5.478 3.071 9.338
H -4.456 4.269 11.500
H -3.357 3.455 12.595
H -6.186 2.457 11.962
H -5.691 3.281 13.446
H -5.034 1.684 13.049
H -6.267 2.327 9.454
H -5.458 3.389 8.299
H -5.707 3.929 9.965
O 0.035 -4.909 9.324
C 0.639 -4.382 8.425
O -0.035 -3.973 7.343
C 0.596 -3.230 6.277
C 1.271 -4.138 5.277
C 2.145 -4.236 8.478
H 1.277 -2.488 6.692
H -0.218 -2.679 5.809
H 2.068 -4.722 5.742
H 1.699 -3.553 4.464
H 0.544 -4.840 4.864
H 2.588 -5.168 8.127
H 2.427 -4.090 9.517
H 2.543 -3.418 7.886
O -5.176 7.283 -6.507
C -4.819 6.935 -7.600
O -4.721 5.614 -7.844
C -4.441 5.075 -9.141
C -2.956 5.023 -9.429
C -4.417 7.927 -8.665
H -4.991 5.622 -9.909
H -4.855 4.069 -9.107
H -2.514 6.019 -9.453
H -2.778 4.546 -10.393
H -2.446 4.447 -8.657
H -3.375 8.198 -8.498
H -5.028 8.817 -8.540
H -4.527 7.566 -9.683
```

## Properties
- HOMO-LUMO gap: 5.9 eV
- Charge: -1
- ΔE to the lowest compared entry with this formula, charge and spin: 0.0 kcal per mole

---

A 2-piece molecular cluster, C15H27FN3O3 overall. Source: the OMol25 dataset; level of theory: ωB97M-V with the def2-TZVPD basis set.

```
49
Properties=species:S:1:pos:R:3
C -4.394 2.604 -1.627
C -3.191 2.168 -2.476
C -3.517 0.913 -3.286
C -1.925 2.102 -1.563
C -1.339 0.772 -1.202
N -1.054 -0.231 -2.035
C -0.470 -1.273 -1.349
C -0.373 -0.905 -0.061
C 0.250 -1.658 1.082
N -0.420 -2.893 1.466
N -0.924 0.379 0.009
C -0.963 1.162 1.245
C -1.904 0.568 2.308
C -2.984 1.520 2.770
F -1.120 0.212 3.408
H -4.446 2.045 -0.687
H -4.339 3.669 -1.384
H -5.329 2.442 -2.171
H -2.992 2.960 -3.204
H -2.745 0.685 -4.031
H -4.435 1.087 -3.851
H -3.678 0.034 -2.653
H -1.116 2.706 -1.994
H -2.180 2.590 -0.623
H -1.242 -0.215 -3.024
H -0.141 -2.173 -1.843
H 0.365 -1.009 1.953
H 1.260 -1.910 0.745
H -1.429 -2.808 1.460
H -0.177 -3.654 0.845
H -1.262 2.178 1.002
H 0.048 1.215 1.653
H -2.343 -0.365 1.932
H -3.510 1.956 1.917
H -2.527 2.319 3.363
H -3.710 1.003 3.398
C 7.005 -1.282 1.137
C 5.503 -1.359 1.136
C 4.899 -2.625 0.559
O 3.656 -2.150 0.012
C 3.802 -0.836 -0.276
O 3.009 -0.197 -0.898
O 4.940 -0.361 0.248
H 7.338 -0.306 1.485
H 7.411 -2.042 1.804
H 7.399 -1.444 0.134
H 5.097 -1.162 2.131
H 4.697 -3.402 1.291
H 5.503 -3.026 -0.257
```

## Properties
- HOMO-LUMO gap: 10.0 eV
- Charge: +1

---

Max |F| in eV Å⁻¹, matching the order above: 0.39, 13.87, 1.84, 9.81, 1.58, 0.54